No. 1
The following is a DFT calculation (the ωB97M-V functional and the def2-TZVPD basis) of an isolated molecule of C3H4ClFO at a distorted geometry.

- Frontier orbital gap: 10.45 eV
- SMILES: C[C@](F)(Cl)C=O
- Energy: -751.97162 a.u.
- Energy above the lowest of the compared OMol25 structures with the same formula, charge and spin: 12.1 kcal per mole

```
10
Properties=species:S:1:pos:R:3:mulliken_charge:R:1
C -0.61391 -0.99691 -0.13331 -1.17
C 0.47959 -0.01992 0.16791 0.84
C 0.14721 1.38692 -0.22483 -0.13
H -0.24370 -1.92003 0.22094 0.41
H -1.49476 -0.75453 0.58570 0.31
H -0.82218 -0.99468 -1.25397 0.28
H 0.98595 2.08325 -0.09819 0.34
O -0.91979 1.77398 -0.84226 -0.46
F 1.70859 -0.45230 -0.37987 -0.26
Cl 0.77301 -0.10578 1.95789 -0.17
```

No. 2
The following is a DFT calculation (the ωB97M-V functional and the def2-TZVPD basis) of a cluster of 3 separate species, CH8N3S in total at a distorted geometry.

- Frontier orbital gap: 9.17 eV
- Energy: -605.03067 a.u.
- Energy above the lowest of the compared OMol25 structures with the same formula, charge and spin: 66.8 kcal per mole
- Net charge: +1

```
13
Properties=species:S:1:pos:R:3:mulliken_charge:R:1
C 1.33375 -2.02565 0.73233 -0.01
N 0.68658 -1.66865 -0.13238 -0.42
N 0.74123 1.14279 0.35564 -0.53
N -1.14433 -0.36950 -1.14392 -0.50
S -0.59210 1.85448 1.20915 -0.12
H 1.98419 -2.45854 1.44373 0.39
H -1.73159 -0.39350 -0.25246 0.41
H -1.85248 -0.43913 -1.87090 0.32
H 0.62464 0.12582 0.42569 0.23
H 1.57451 1.65968 0.49328 0.28
H -0.88143 0.61067 -1.00023 0.40
H -0.39641 -1.04772 -1.02425 0.39
H -0.34656 3.00924 0.76432 0.16
```

No. 3
The following is a DFT calculation (the ωB97M-V functional and the def2-TZVPD basis) of an isolated molecule of C4H7NO2.

- Frontier orbital gap: 10.84 eV
- SMILES: C/C(=N\O)[C@H]1CO1
- Energy: -361.74995 a.u.
- Energy above the lowest of the compared OMol25 structures with the same formula, charge and spin: 82.1 kcal per mole

```
14
Properties=species:S:1:pos:R:3:mulliken_charge:R:1
C 1.50393 0.88919 0.25825 -1.11
C 0.36809 -0.07650 0.08504 0.53
N 0.15173 -1.08405 0.83927 -0.48
O 1.10041 -1.19142 1.84148 -0.40
C -0.60236 0.07447 -1.04157 0.06
C -2.02341 -0.15776 -0.81302 -0.40
O -1.51406 1.16324 -0.96360 -0.42
H 2.46451 0.37739 0.13154 0.34
H 1.43628 1.71317 -0.45628 0.33
H 1.49545 1.29760 1.27396 0.31
H 0.80870 -1.98037 2.31604 0.38
H -0.19146 -0.08555 -2.04123 0.34
H -2.65093 -0.52439 -1.62349 0.26
H -2.34688 -0.41501 0.19359 0.25
```

What did we get for E_HOMO? Answer: -11.0 -12.4 -9.9 eV, in the order shown.